Formula: C4ClF8NO
Source: OMol25
Level of theory: wB97M-V/def2-TZVPD

CARTESIAN COORDINATES (ANGSTROEM)
C -0.5216 -1.4538 0.5258
C 0.3768 -0.8428 1.6275
C 0.9246 0.9447 0.1191
C -0.7391 0.9718 -1.6115
N -0.3880 0.9681 -0.2798
O 1.0982 0.2467 1.3282
F 0.0936 -2.0800 -0.4375
F -0.4237 -0.6113 2.6895
F 1.2123 -1.8308 2.0232
F 1.4222 2.1620 0.3730
F 1.7815 0.3929 -0.7856
F -0.3447 -0.1279 -2.2982
F -2.0748 0.9809 -1.7083
F -0.2975 2.0219 -2.3043
Cl -2.1198 -1.7424 0.7390

Its orbital gap (alpha / beta) is 7.427 / 7.419 eV. The value obtained for the energy relative to the best compared isomer or geometry (same formula, charge and spin) is 0.0 kcal per mole.


Formula: C4F12KO12S4
Source: OMol25
Level of theory: wB97M-V/def2-TZVPD

CARTESIAN COORDINATES (ANGSTROEM)
K 0.2953 -4.3930 10.4102
C -1.2847 -7.3563 12.1461
F -0.0571 -6.8857 11.8820
F -1.6161 -7.2813 13.4313
F -2.1346 -6.5503 11.4615
S -1.4108 -9.2179 11.6812
O -2.4644 -9.7449 12.5887
O -1.9222 -9.1552 10.2436
O -0.0995 -9.8049 11.8326
C 1.7535 -8.3444 8.4996
F 0.8695 -9.3204 8.6617
F 2.3975 -8.1768 9.6531
F 2.5414 -8.7893 7.5338
S 0.8282 -6.7846 7.7801
O -0.3347 -6.6846 8.6356
O 1.8739 -5.7469 7.9822
O 0.4916 -7.0400 6.3900
C 4.3932 -4.6083 12.8184
F 3.4504 -5.2505 13.4468
F 4.1166 -3.3250 12.7922
F 5.5622 -4.9189 13.3133
S 4.3218 -5.2414 11.0010
O 4.3183 -6.6958 11.0527
O 3.0839 -4.7557 10.3944
O 5.5205 -4.7243 10.2472
C -4.0826 -1.8357 8.9636
F -4.3023 -0.6083 9.3624
F -4.5708 -2.6293 9.9080
F -4.8787 -2.0787 7.9329
S -2.1521 -2.2598 8.6354
O -1.7395 -1.2939 7.5848
O -1.4280 -2.0750 9.9235
O -2.1269 -3.6712 8.2538

As for the charge: -3. Its orbital gap is 7.092 eV. The value obtained for the energy relative to the best compared isomer or geometry (same formula, charge and spin) is 62.4 kcal per mole.


Formula: C4F4NO2
Source: OMol25
Level of theory: wB97M-V/def2-TZVPD

CARTESIAN COORDINATES (ANGSTROEM)
C -2.2963 0.5398 0.1528
C 2.0329 -0.5200 0.2105
C -1.4472 -0.5448 -0.0505
C 0.7715 0.4916 -0.0493
N -2.8597 1.5561 0.3320
O 3.0461 0.0907 -0.1262
O 1.8134 -1.5335 0.8055
F -1.5497 -0.9573 -1.3754
F -1.2583 -1.6322 0.7177
F 0.7895 0.9425 -1.3339
F 0.9580 1.5669 0.7168

As for the charge: -1. Its orbital gap (alpha / beta) is 7.673 / 7.671 eV.


Formula: C4H10
Source: OMol25
Level of theory: wB97M-V/def2-TZVPD

CARTESIAN COORDINATES (ANGSTROEM)
C -0.0007 1.0582 2.3007
C -0.8858 1.9922 1.9339
H 0.9165 1.0377 1.7109
H -0.1892 0.1572 2.8643
H -0.6105 2.7777 1.2585
H -1.8068 1.8925 2.4967
C 0.8056 -0.8171 -2.2218
C -0.0422 -1.8506 -1.5281
H 1.8217 -1.2563 -2.2552
H 0.9818 0.1704 -1.8101
H 0.6207 -0.7619 -3.3002
H -1.0901 -1.5368 -1.5193
H -0.0468 -2.8104 -2.0407
H 0.4184 -2.0181 -0.5530

Its SMILES is C=C.CC. Its orbital gap is 11.308 eV. The value obtained for the energy relative to the best compared isomer or geometry (same formula, charge and spin) is 38.9 kcal per mole.


Formula: C4H10
Source: OMol25
Level of theory: wB97M-V/def2-TZVPD

CARTESIAN COORDINATES (ANGSTROEM)
C -1.6059 -0.4936 0.0782
C -0.6811 0.5137 -0.3567
C 0.7133 0.5647 0.2498
C 1.5820 -0.5110 -0.1224
H -1.7953 -0.2937 1.2837
H -1.1417 -1.3903 0.1938
H -2.5898 -0.5766 -0.1135
H -0.6235 0.4870 -1.4917
H -1.2495 1.6156 -0.1875
H 0.5887 0.5768 1.4584
H 1.2003 1.5127 0.3321
H 1.2100 -1.4077 0.1683
H 1.7704 -0.6570 -1.1070
H 2.5802 -0.3092 0.3701

Its SMILES is CCCC. Its orbital gap is 11.698 eV. The value obtained for the energy relative to the best compared isomer or geometry (same formula, charge and spin) is 53.8 kcal per mole.


Formula: C4H10BNO
Source: OMol25
Level of theory: wB97M-V/def2-TZVPD

CARTESIAN COORDINATES (ANGSTROEM)
C 2.3370 -0.8864 0.4625
C 0.9156 -1.0357 0.3291
C 0.0444 -0.1136 0.0282
C 0.5083 1.1910 -0.4843
B -1.5442 -0.2279 -0.2239
N -2.2927 0.8259 0.4287
O -2.2828 -1.0587 -1.1056
H 2.5494 -0.3112 1.3372
H 2.6028 -0.2477 -0.4179
H 2.7332 -1.9288 0.5051
H 0.6331 -2.1493 0.4833
H 1.7135 1.2744 -0.4689
H 0.1908 1.3011 -1.5282
H 0.0866 2.0599 0.0533
H -1.7596 1.2223 1.2874
H -3.2573 0.9330 0.4014
H -3.1782 -0.8481 -1.0875

Its SMILES is C/C=C(\C)B(N)O. Its orbital gap is 9.495 eV. The value obtained for the energy relative to the best compared isomer or geometry (same formula, charge and spin) is 3.4 kcal per mole.